No. 1
Entry from the Open Molecules 2025 dataset: C14H14ClCsN4O7S as an isolated structure in a non-equilibrium geometry (ωB97M-V/def2-TZVPD).

## Properties
net charge	-2
HOMO	-3.9	eV
LUMO level	0.1274	Ha

Last column: Mulliken charge in e.
Geometry (Å):
Cs  -1.19  -3.66  0.02  1.013
N  2.69  -3.43  -0.51  -0.471
C  2.18  -4.09  0.72  -0.565
C  1.57  -3.10  1.70  0.190
C  0.58  -3.83  2.66  0.503
O  0.73  -3.67  3.88  -0.740
O  -0.30  -4.53  2.06  -0.814
H  3.11  -4.12  -1.12  0.192
H  3.42  -2.77  -0.27  0.205
H  2.96  -4.66  1.24  0.270
H  1.41  -4.80  0.43  0.270
H  1.02  -2.33  1.14  -0.368
H  2.32  -2.60  2.31  0.334
O  3.53  6.14  -1.35  -0.689
S  2.79  6.73  -0.26  1.185
O  3.16  6.27  1.07  -0.687
O  2.57  8.16  -0.37  -0.686
C  1.13  6.00  -0.47  0.123
N  0.09  6.82  -0.61  -0.504
C  -1.09  6.22  -0.77  -0.324
C  -1.25  4.85  -0.81  -0.673
C  -0.10  4.09  -0.64  0.640
N  1.08  4.66  -0.46  -0.341
C  -0.13  2.59  -0.66  1.063
C  0.99  1.84  -0.31  -0.488
C  0.91  0.46  -0.36  -0.346
N  -0.17  -0.21  -0.75  -0.337
C  -1.24  0.51  -1.08  -0.621
C  -1.27  1.89  -1.04  -0.506
H  -1.95  6.87  -0.88  0.410
H  -2.22  4.41  -0.94  0.272
H  1.89  2.36  -0.01  0.498
H  1.77  -0.15  -0.09  0.353
H  -2.12  -0.05  -1.39  0.451
H  -2.18  2.40  -1.33  0.219
Cl  -2.68  -6.59  -0.86  -0.221
C  -3.79  -5.60  0.15  -0.445
C  -4.00  -4.15  -0.37  0.494
O  -4.87  -3.54  0.27  -0.717
O  -3.24  -3.75  -1.29  -0.768
H  -3.35  -5.55  1.15  0.290
H  -4.74  -6.10  0.21  0.334

No. 2
Entry from the Open Molecules 2025 dataset: C14H14ClMgNO2 as an isolated structure in a non-equilibrium geometry (ωB97M-V/def2-TZVPD).

## Properties
net charge	-2
HOMO	0.1	eV
LUMO level	0.1798	Ha
relative energy (zero: lowest compared OMol25 entry of this formula, charge and spin)	0.0	kJ/mol

Last column: Mulliken charge in e.
Geometry (Å):
C  1.94  -2.16  1.86  -0.574
C  2.01  -2.06  0.45  -0.772
C  0.67  -2.15  -0.08  -0.799
H  2.91  -1.96  -0.15  0.474
C  -0.20  -2.42  1.04  -0.521
C  0.58  -2.40  2.23  -0.395
H  0.23  -2.61  3.23  0.441
H  2.79  -2.15  2.55  0.366
H  0.39  -2.20  -1.14  0.630
H  -1.26  -2.67  0.99  0.421
Mg  0.66  0.31  0.00  0.644
Cl  2.84  0.76  -0.37  -0.712
C  1.17  2.24  -2.78  -0.575
C  -0.06  1.58  -3.08  -0.477
C  0.25  0.38  -3.79  -0.643
H  -1.05  1.94  -2.85  0.341
C  1.67  0.29  -3.92  -0.507
C  2.23  1.44  -3.29  -0.409
H  3.29  1.67  -3.21  0.408
H  1.27  3.19  -2.26  0.322
H  -0.47  -0.33  -4.20  0.373
H  2.23  -0.49  -4.42  0.352
O  -1.17  1.08  -0.31  -0.637
C  -1.51  0.96  0.92  1.012
C  -2.87  1.27  1.49  -0.567
C  -2.71  0.93  2.96  -0.335
C  -1.32  0.31  3.05  0.126
O  -0.90  -0.28  4.03  -0.634
N  -0.64  0.48  1.83  -0.322
H  -3.11  2.32  1.30  0.275
H  -3.62  0.63  1.02  0.235
H  -2.75  1.83  3.59  0.221
H  -3.48  0.24  3.30  0.241

No. 3
Entry from the Open Molecules 2025 dataset: C14H14CoN2O2S2 as an isolated structure in a non-equilibrium geometry (ωB97M-V/def2-TZVPD).

## Properties
net charge	-1
HOMO (alpha / beta)	-3.4 / -4.4	eV
LUMO level (alpha / beta)	0.1053 / 0.1015	Ha
relative energy (zero: lowest compared OMol25 entry of this formula, charge and spin)	207.0	kJ/mol
⟨S²⟩	6.053
2S+1	5

Last column: Mulliken charge in e.
Geometry (Å):
C  2.62  -2.84  -1.03  -0.772
C  1.67  -3.25  -0.09  -0.907
C  1.04  -2.10  0.48  -0.267
C  1.67  -0.91  -0.08  -0.322
C  2.64  -1.39  -1.08  -0.400
Co  0.78  -1.20  -1.84  -0.112
N  1.32  0.51  -2.34  -0.509
C  -0.14  -2.65  -2.68  -0.427
C  -0.88  -3.18  -1.63  -0.445
H  0.21  -2.09  1.19  0.504
H  1.41  -4.26  0.17  0.598
H  1.68  0.09  0.35  0.574
H  3.42  -0.78  -1.54  0.585
H  3.24  -3.47  -1.64  0.447
H  -0.53  -4.06  -1.04  0.240
H  -0.61  -2.09  -3.53  0.242
H  0.79  0.33  -3.27  0.163
H  -1.85  -2.75  -1.31  0.240
H  0.67  -3.21  -3.20  0.362
O  0.85  0.95  3.46  -0.641
S  -0.52  0.76  2.98  1.027
O  -1.51  0.27  3.89  -0.647
N  -0.54  -0.07  1.52  -0.390
C  -0.95  0.60  0.46  0.497
S  -1.03  -0.03  -1.10  -0.565
C  -1.24  2.00  0.80  0.398
C  -1.57  3.06  -0.04  -0.412
C  -1.81  4.33  0.51  -0.572
C  -1.67  4.54  1.90  -0.376
C  -1.30  3.49  2.74  -0.592
C  -1.07  2.25  2.17  0.003
H  -1.64  2.86  -1.13  0.368
H  -2.10  5.16  -0.15  0.339
H  -1.86  5.52  2.31  0.366
H  -1.18  3.60  3.81  0.403

No. 4
Entry from the Open Molecules 2025 dataset: a 3-piece molecular cluster, C14H14F16N2O6P2 overall in a non-equilibrium geometry (ωB97M-V/def2-TZVPD).

## Properties
HOMO	-8.9	eV
LUMO level	-0.0188	Ha

Last column: Mulliken charge in e.
Geometry (Å):
N  -7.05  -1.98  2.37  -0.438
C  -5.81  -1.78  1.95  -0.036
C  -4.37  -1.24  1.31  0.182
C  -3.20  -2.16  2.01  -0.184
C  -1.67  -1.85  1.50  0.012
N  -0.48  -1.52  1.13  -0.541
P  -3.51  -4.06  1.88  0.479
O  -2.92  -4.69  0.33  -0.475
O  -2.40  -4.78  3.06  -0.500
P  -4.53  -1.42  -0.58  0.161
O  -5.03  -3.01  -1.07  -0.416
O  -3.12  -0.86  -1.44  -0.377
H  -4.22  -0.10  1.65  0.463
H  -3.23  -1.91  3.17  0.429
H  -3.34  -5.62  0.29  0.338
H  -2.04  -4.06  3.68  0.318
H  -4.33  -3.32  -1.75  0.299
H  -2.41  -0.50  -0.82  0.350
C  -0.99  1.47  -3.05  -0.616
C  -1.22  2.08  -1.66  0.860
C  -2.04  3.37  -1.65  0.016
F  -1.48  4.36  -2.36  -0.222
F  -2.17  3.84  -0.37  -0.274
F  -0.01  2.26  -1.05  -0.279
F  -1.87  1.14  -0.90  -0.346
O  0.25  1.78  -3.69  -0.419
C  0.28  3.03  -4.38  0.703
C  1.25  4.04  -3.76  0.216
F  0.95  4.30  -2.46  -0.210
F  1.19  5.23  -4.41  -0.257
F  -0.99  3.51  -4.49  -0.270
F  0.67  2.74  -5.65  -0.292
H  -0.95  0.38  -2.91  0.384
H  -1.85  1.62  -3.72  0.371
H  -3.05  3.19  -2.03  0.326
H  2.28  3.67  -3.80  0.241
C  3.68  -1.11  0.62  -0.811
C  3.21  -1.78  1.92  0.963
C  2.38  -0.89  2.83  0.321
F  3.04  0.21  3.24  -0.240
F  2.02  -1.57  3.96  -0.297
F  4.30  -2.29  2.57  -0.286
F  2.45  -2.87  1.56  -0.311
O  5.01  -0.58  0.62  -0.419
C  5.14  0.73  1.18  0.776
C  5.97  0.75  2.47  0.186
F  5.45  -0.06  3.42  -0.208
F  6.01  2.00  3.00  -0.256
F  3.90  1.27  1.34  -0.265
F  5.75  1.48  0.22  -0.298
H  3.71  -1.90  -0.14  0.464
H  2.95  -0.39  0.23  0.362
H  1.45  -0.58  2.34  0.082
H  7.00  0.43  2.27  0.241

No. 5
Entry from the Open Molecules 2025 dataset: C14H14F5IN2Ni as an isolated structure in a non-equilibrium geometry (ωB97M-V/def2-TZVPD).

## Properties
HOMO (alpha / beta)	-7.8 / -8.1	eV
LUMO level (alpha / beta)	-0.0103 / -0.0203	Ha
relative energy (zero: lowest compared OMol25 entry of this formula, charge and spin)	146.7	kJ/mol
⟨S²⟩	2.009
2S+1	3

Last column: Mulliken charge in e.
Geometry (Å):
C  0.84  -3.56  -0.11  -0.869
C  0.20  -2.45  -1.16  -1.022
H  1.78  -3.29  0.41  0.315
H  1.18  -4.31  -0.84  0.436
H  0.13  -4.13  0.50  0.315
H  0.73  -1.49  -1.23  0.384
H  0.45  -2.93  -2.12  0.557
H  -0.90  -2.40  -1.23  0.248
C  1.79  0.44  2.02  0.007
C  2.18  1.64  2.62  -0.921
C  2.11  2.80  1.86  -0.476
C  1.60  2.70  0.57  -0.907
H  1.89  -0.51  2.56  0.186
H  2.52  1.62  3.65  0.396
H  2.43  3.76  2.25  0.423
H  1.56  3.58  -0.08  0.277
N  1.19  0.36  0.83  0.223
C  1.09  1.48  0.08  0.702
C  0.34  1.41  -1.21  0.860
N  -0.21  0.26  -1.58  0.072
C  -1.01  0.17  -2.64  -0.132
C  -0.69  2.49  -3.13  -0.480
C  -1.29  1.28  -3.46  -0.837
H  -1.46  -0.80  -2.86  0.315
H  -1.94  1.16  -4.32  0.382
C  0.14  2.57  -2.01  -0.856
H  0.62  3.49  -1.72  0.304
H  -0.84  3.38  -3.74  0.410
Ni  0.08  -1.94  0.62  0.118
I  0.37  -2.50  3.00  -0.430
F  -2.58  -0.94  -0.02  -0.320
C  -1.71  -0.67  1.03  0.797
F  -1.46  0.69  0.98  -0.300
C  -2.56  -0.83  2.32  0.527
F  -2.89  -2.12  2.55  -0.236
F  -1.92  -0.30  3.40  -0.194
F  -3.73  -0.14  2.19  -0.278

No. 6
Entry from the Open Molecules 2025 dataset: C14H14IN5Os as an isolated structure in a non-equilibrium geometry (ωB97M-V/def2-TZVPD).

## Properties
net charge	+2
HOMO (alpha / beta)	-15.3 / -15.9	eV
LUMO level (alpha / beta)	-0.3343 / -0.3739	Ha
⟨S²⟩	6.061
2S+1	5

Last column: Mulliken charge in e.
Geometry (Å):
C  1.96  0.62  3.14  -0.634
C  1.78  -0.83  3.19  -0.513
H  2.52  0.82  2.21  0.131
H  2.46  1.07  4.00  0.375
H  0.97  1.05  2.91  0.153
H  2.52  -1.30  2.53  0.294
H  1.86  -1.28  4.20  0.351
H  0.80  -1.03  2.66  0.014
C  0.01  2.67  -0.74  -0.129
C  0.08  3.44  -1.89  -0.647
C  0.00  2.86  -3.16  -0.576
C  -0.18  1.50  -3.27  -0.552
H  0.04  3.03  0.30  0.463
H  0.20  4.52  -1.77  0.426
H  0.03  3.46  -4.07  0.480
H  -0.33  0.96  -4.20  0.394
N  -0.13  1.31  -0.87  -0.140
C  -0.21  0.74  -2.11  0.673
C  -0.36  -0.69  -2.09  0.700
N  -0.34  -1.24  -0.84  -0.162
C  -0.43  -2.60  -0.69  -0.128
C  -0.59  -2.84  -3.10  -0.597
C  -0.56  -3.40  -1.82  -0.642
H  -0.41  -2.96  0.35  0.469
H  -0.64  -4.48  -1.67  0.431
C  -0.51  -1.47  -3.23  -0.558
H  -0.58  -0.94  -4.17  0.401
H  -0.72  -3.45  -3.99  0.483
Os  0.31  -0.01  0.53  1.372
I  2.77  -0.24  -0.55  -0.061
N  -0.98  0.15  1.81  -0.907
C  -1.71  0.13  2.75  0.784
N  -2.81  0.17  3.35  -0.311
C  -3.19  0.12  4.61  0.459
N  -3.63  0.10  5.71  -0.296